(1)
Below is C38H27BN10O7SYb as an isolated structure, with properties calculated with ωB97M-V/def2-TZVPD.

Last column: Löwdin spin population.
Element x y z (Å)
1 Yb -0.2493 -0.2372 0.1979  0.999
2 C 4.3385 -2.6321 0.6293  0.000
3 C 3.2259 -2.2724 -0.1185  0.000
4 N 2.7961 -1.0213 -0.1505  0.000
5 C 3.4629 -0.1282 0.5707  0.000
6 C 4.5465 -0.5092 1.3597  0.000
7 N 4.9969 -1.7571 1.3793  0.000
8 C 2.9703 1.2807 0.4888  0.000
9 C 3.6616 2.3210 1.0895  0.000
10 C 3.1935 3.6180 0.9513  0.000
11 C 2.1071 3.8318 0.1170  0.000
12 C 1.4734 2.7395 -0.4640  0.000
13 N 1.8483 1.4847 -0.2089  -0.001
14 C 0.3712 2.9063 -1.4616  0.000
15 C -0.1115 4.1527 -1.8443  0.000
16 N -1.0688 4.3029 -2.7524  0.000
17 C -1.5325 3.1880 -3.3021  0.000
18 C -1.0511 1.9389 -2.9328  0.000
19 N -0.1171 1.7934 -2.0056  0.000
20 C 3.8441 4.7322 1.6756  0.000
21 C 3.9824 5.9966 1.1152  0.000
22 C 4.5998 6.9939 1.8512  0.000
23 N 5.0698 6.8238 3.0843  0.000
24 C 4.9209 5.6136 3.6176  0.000
25 C 4.3276 4.5450 2.9640  0.000
26 H 4.6883 -3.6565 0.6333  0.000
27 H 2.6546 -3.0000 -0.6807  0.000
28 H 5.0476 0.1893 2.0120  0.000
29 H 4.5557 2.1262 1.6598  0.000
30 H 1.7259 4.8302 -0.0307  0.000
31 H 0.2707 5.0629 -1.4050  0.000
32 H -2.3183 3.2663 -4.0423  0.000
33 H -1.4392 1.0432 -3.3978  0.000
34 H 3.6457 6.2037 0.1076  0.000
35 H 4.7242 7.9805 1.4210  0.000
36 H 5.2901 5.4855 4.6275  0.000
37 H 4.2032 3.5969 3.4735  0.000
38 O -0.9686 -2.2994 0.8241  -0.001
39 C -0.2631 -2.9118 -0.0306  0.000
40 O 0.3792 -2.2648 -0.9040  0.002
41 C -0.1713 -4.3946 0.0070  0.000
42 C -0.6361 -5.0928 1.1101  0.000
43 C -0.5428 -6.4860 1.1757  0.000
44 C 0.0152 -7.1158 0.0920  0.000
45 O 0.2304 -8.4567 -0.0830  0.000
46 C 0.6878 -8.5919 -1.4287  0.000
47 O 1.0131 -7.2974 -1.9204  0.000
48 C 0.4795 -6.4181 -1.0097  0.000
49 C 0.4085 -5.0546 -1.0882  0.000
50 H -1.0721 -4.5327 1.9246  0.000
51 H -0.8923 -7.0417 2.0323  0.000
52 H -0.1140 -9.0223 -2.0389  0.000
53 H 1.5829 -9.2145 -1.4360  0.000
54 H 0.7651 -4.4991 -1.9413  0.000
55 B 2.6732 0.3826 4.2193  0.000
56 C 1.6527 0.0438 3.0540  0.000
57 N 1.0709 -0.2194 2.0879  0.000
58 H 2.0802 0.4820 5.2667  0.000
59 H 3.4843 -0.5225 4.2313  0.000
60 H 3.1998 1.4382 3.8949  0.000
61 C -7.0716 0.0476 -1.9549  0.000
62 C -5.9216 0.3898 -1.0522  0.000
63 C -5.3770 1.6745 -1.0555  0.000
64 C -4.2853 1.9867 -0.2681  0.000
65 C -3.7186 0.9984 0.5292  0.000
66 C -4.2420 -0.2811 0.5547  0.000
67 C -5.3479 -0.5729 -0.2327  0.000
68 S -2.2875 1.3829 1.4723  0.000
69 O -1.8001 0.1028 2.0155  0.000
70 O -2.6171 2.4374 2.3790  0.000
71 O -1.2380 1.7628 0.4646  0.000
72 H -7.7716 0.8783 -2.0344  0.000
73 H -7.6123 -0.8254 -1.5905  0.000
74 H -6.7102 -0.1722 -2.9601  0.000
75 H -5.8051 2.4287 -1.7016  0.000
76 H -3.8686 2.9841 -0.2790  0.000
77 H -3.7720 -1.0433 1.1611  0.000
78 H -5.7574 -1.5753 -0.2243  0.000
79 N -1.8151 -0.6491 -1.4889  0.000
80 C -2.6026 -0.8404 -2.3198  0.000
81 C -3.5372 -0.9432 -3.3430  0.000
82 C -3.9272 0.2568 -3.9768  0.000
83 N -4.2053 1.2590 -4.4799  0.000
84 C -4.0166 -2.2023 -3.7673  0.000
85 N -4.4092 -3.2289 -4.1154  0.000

Properties
2S+1 ... 2
Highest occupied orbital energy (alpha / beta) ... -5.999 / -6.000 eV
Charge ... -1
F_max ... 0.0196 Eh/bohr

(2)
Below is a 2-piece molecular cluster, C4H9NO overall, with properties calculated with ωB97M-V/def2-TZVPD.

Last column: Mulliken charge in e.
Element x y z (Å)
1 C 1.5227 -0.7042 1.5231  -0.746
2 C 1.5053 0.6074 1.1920  0.048
3 N 0.3247 1.3615 1.0195  -0.459
4 H 0.7040 -1.4154 1.3963  0.258
5 H 2.5233 -1.2230 1.4205  0.208
6 H 2.5424 1.0788 1.1383  0.250
7 H -0.2550 1.1665 0.2665  0.258
8 H 0.4270 2.3729 0.9535  0.258
9 O -1.5902 0.6126 -0.6504  -0.599
10 C -1.3701 -0.6100 -0.8413  0.237
11 C -0.4674 -1.1600 -1.8820  -0.864
12 H -2.0068 -1.4341 -0.3763  0.276
13 H 0.5374 -1.6393 -1.6613  0.285
14 H -0.9595 -1.8988 -2.4940  0.339
15 H -0.2081 -0.2379 -2.5276  0.250

Properties
2S+1 ... 1
Highest occupied orbital energy ... -8.377 eV
Charge ... 0
F_max ... 0.0831 Eh/bohr